(1)
The molecule C20H19F6N3O. Source: the Open Molecules 2025 dataset; level of theory: ωB97M-V/def2-TZVPD.

* structure (SMILES): NC1=NC[C@@H](Cc2ccc(O)cc2)N1CCc1cc(C(F)(F)F)cc(C(F)(F)F)c1
* ΔE to the lowest compared entry with this formula, charge and spin: 0.0 kJ/mol
* HOMO: -8.2 eV
* energy: -1612.3108 hartree

The geometry in ORCA input format:
```
! RIJCOSX wB97M-V def2-TZVPD def2/J DEFGRID3
* xyz 0 1
F 3.956 -1.183 -1.236
F 4.441 0.519 -2.456
F -1.110 -1.316 -4.783
F -1.487 -2.253 -2.888
F 0.273 -2.773 -4.012
F 3.924 0.792 -0.388
O -0.434 -5.368 2.455
N 1.123 2.319 1.977
N 0.307 4.298 1.042
N -0.769 2.183 0.750
C -0.587 2.812 -1.664
C -1.082 -3.561 1.076
C 3.614 0.089 -1.482
C -0.730 -4.046 2.332
C -1.353 -1.344 1.990
C -0.472 0.788 1.052
C -0.696 -3.175 3.413
C -1.003 -1.838 3.238
C 0.253 2.947 1.291
C 1.547 -0.813 -2.551
C 0.805 0.911 1.923
C -1.491 2.557 -0.431
C -1.644 0.114 1.781
C 0.178 1.579 -2.021
C -1.389 -2.226 0.915
C 0.233 -0.642 -2.958
C 2.171 0.234 -1.885
C 1.501 1.419 -1.621
C -0.506 -1.747 -3.662
C -0.447 0.540 -2.703
H -0.427 -3.545 4.394
H -0.269 0.225 0.133
H -0.976 -1.175 4.091
H -1.113 -4.245 0.243
H 1.652 0.360 1.505
H -2.201 1.758 -0.655
H -1.670 -1.867 -0.065
H 0.978 4.758 1.640
H -1.809 0.617 2.735
H 0.101 3.624 -1.424
H -0.203 -5.568 3.370
H 2.071 -1.735 -2.745
H -2.062 3.470 -0.231
H -1.225 3.116 -2.494
H 2.001 2.210 -1.082
H 0.636 0.541 2.937
H -0.587 4.766 1.014
H -2.547 0.228 1.174
H -1.471 0.647 -3.032
*
```



(2)
C20H19F9GaO11S as an isolated structure in a non-equilibrium geometry. Source: the Open Molecules 2025 dataset; level of theory: ωB97M-V/def2-TZVPD.

* ΔE to the lowest compared entry with this formula, charge and spin: 118.7 kJ/mol
* HOMO: -5.8 eV
* energy: -4822.8969 hartree

The geometry in ORCA input format:
```
! RIJCOSX wB97M-V def2-TZVPD def2/J DEFGRID3
* xyz -1 1
Ga 0.306 1.014 -1.179
S -1.198 -0.136 0.194
F -2.151 -2.170 -4.177
F -4.179 -0.259 -1.087
F -1.453 -2.450 -1.092
F -3.928 -3.349 -4.511
F -3.909 -3.261 -1.973
F -5.245 -1.720 -2.636
F -4.027 -1.241 -4.761
F -2.654 -0.031 -2.555
F -3.010 -2.003 0.317
O -2.254 1.748 4.981
O 3.364 0.509 2.052
O -0.531 -0.708 1.373
O -6.851 3.971 3.578
O -2.170 0.855 0.683
O 7.864 1.763 1.684
O 3.518 -0.321 -0.493
O 2.752 -3.440 -3.260
O -3.281 1.120 2.564
O -5.799 4.665 5.935
O 7.995 1.022 -0.886
C 2.818 -2.069 -2.793
C -3.942 -2.059 -2.557
C 1.050 -0.110 -2.727
C 2.745 -4.326 -2.154
C -3.451 -2.193 -4.040
C 4.524 0.169 -0.031
C -2.235 -1.446 -0.647
C 6.843 0.858 -0.221
C -3.984 3.238 5.547
C -3.213 -0.932 -1.732
C -5.782 3.448 3.855
C 6.837 1.303 1.209
C -3.300 2.284 4.675
C -3.928 1.966 3.347
C 5.602 1.169 1.966
C 4.509 0.641 1.393
C -5.141 3.785 5.167
C 5.760 0.327 -0.796
C -5.097 2.521 2.976
C 1.371 -1.613 -2.431
H 3.267 -1.473 -3.597
H 5.607 1.511 2.991
H -3.516 3.473 6.493
H 0.367 0.030 -3.579
H -5.561 2.300 2.026
H -6.600 4.901 5.428
H 1.502 1.521 -0.229
H 2.006 0.370 -3.010
H 3.705 -4.192 -1.621
H 8.612 1.421 -0.243
H 2.635 -5.364 -2.493
H 5.754 0.000 -1.826
H 2.726 0.110 1.423
H 1.911 -4.123 -1.461
H 3.422 -2.078 -1.878
H 0.708 -2.219 -3.073
H -0.396 2.333 -1.763
H -2.473 0.862 3.049
H 1.181 -1.922 -1.393
*
```



(3)
The molecule C20H19FNO3P in a non-equilibrium geometry. Source: the Open Molecules 2025 dataset; level of theory: ωB97M-V/def2-TZVPD.

* structure (SMILES): Cc1cccc(OP(=O)(Nc2ccc(F)cc2)Oc2cccc(C)c2)c1
* HOMO: -8.6 eV
* energy: -1495.3513 hartree

The geometry in ORCA input format:
```
! RIJCOSX wB97M-V def2-TZVPD def2/J DEFGRID3
* xyz 0 1
P -0.828 0.651 0.584
F 4.066 -2.079 -2.941
O -2.022 0.341 1.589
O 0.302 1.404 1.115
O -1.768 1.382 -0.496
N -0.481 -0.861 -0.088
C 0.592 -1.938 -1.964
C -0.598 2.008 -4.417
C 1.832 1.754 -3.823
C 0.829 -1.746 5.000
C -0.006 1.617 -2.133
C 3.060 -1.024 -1.085
C -1.936 2.030 -4.065
C -2.524 0.011 5.174
C -0.634 -0.679 3.280
C -1.346 1.615 -1.787
C 0.675 -1.164 -0.809
C 2.951 -1.786 -2.234
C 1.919 -0.721 -0.367
C -1.379 -0.670 5.553
C 1.730 -2.255 -2.681
C -2.321 1.827 -2.753
C 0.382 1.804 -3.454
C -2.729 0.358 3.852
C -1.773 0.009 2.907
C -0.422 -1.020 4.612
H 1.696 -1.109 4.829
H 4.028 -0.679 -0.759
H 0.737 1.486 -1.362
H 0.808 -2.028 6.049
H -1.314 -1.312 -0.445
H 2.049 2.440 -4.639
H -3.609 0.896 3.539
H 2.457 2.004 -2.970
H -0.309 2.154 -5.448
H 0.953 -2.644 4.397
H 2.095 0.747 -4.149
H 1.979 -0.124 0.527
H -0.372 -2.288 -2.307
H -3.262 0.279 5.915
H -2.689 2.200 -4.821
H 0.090 -0.943 2.524
H 1.677 -2.850 -3.578
H -1.229 -0.929 6.591
H -3.360 1.831 -2.463
*
```



(4)
A 2-piece molecular cluster, C20H19N3 overall in a non-equilibrium geometry. Source: the Open Molecules 2025 dataset; level of theory: ωB97M-V/def2-TZVPD.

* ΔE to the lowest compared entry with this formula, charge and spin: 357.6 kJ/mol
* HOMO: -7.0 eV
* energy: -937.6575 hartree

The geometry in ORCA input format:
```
! RIJCOSX wB97M-V def2-TZVPD def2/J DEFGRID3
* xyz 0 1
N -2.727 2.173 -1.125
N -1.687 -1.215 0.697
N 0.169 3.063 2.053
C -1.620 2.188 -0.726
C 0.354 2.470 -2.597
C 2.542 3.367 -3.152
C -0.576 -0.541 0.495
C -3.165 -2.798 1.647
C 2.986 3.097 -1.839
C -0.061 2.632 0.985
C -1.695 -2.532 1.310
C -0.289 1.887 -0.238
C 2.265 -2.976 0.350
C 0.735 -1.116 0.648
C 1.222 3.057 -3.531
C 2.099 2.535 -0.904
C 1.740 -0.383 1.343
C 0.766 2.224 -1.271
C -4.000 -1.692 0.989
C -3.016 -0.610 0.553
C 3.223 -2.270 1.121
C 1.050 -2.371 0.063
C 2.974 -0.960 1.585
H 2.473 -3.997 -0.005
H 0.843 3.326 -4.531
H -1.079 -2.559 2.218
H 4.004 3.392 -1.539
H 0.336 -2.843 -0.632
H 2.420 2.383 0.132
H 1.495 0.629 1.673
H 3.729 -0.409 2.162
H -3.465 -3.785 1.289
H -0.618 0.535 0.276
H -1.297 -3.309 0.649
H -4.503 -2.051 0.094
H 3.210 3.893 -3.861
H -3.174 -0.245 -0.471
H 4.157 -2.757 1.417
H -4.749 -1.255 1.650
H -3.084 0.297 1.181
H -3.305 -2.752 2.731
H -0.685 2.282 -2.889
*
```



(5)
The molecule C20H19N3O3S. Source: the Open Molecules 2025 dataset; level of theory: ωB97M-V/def2-TZVPD.

* structure (SMILES): COc1ccc([C@H]2NC(=O)C(C#N)=C(S)N2c2ccc(C)cc2)cc1OC
* ΔE to the lowest compared entry with this formula, charge and spin: 264.4 kJ/mol
* HOMO: -8.2 eV
* energy: -1561.6869 hartree

The geometry in ORCA input format:
```
! RIJCOSX wB97M-V def2-TZVPD def2/J DEFGRID3
* xyz 0 1
S 1.110 1.721 2.368
O -4.688 -1.799 0.718
O -0.553 3.753 -1.974
O -4.535 0.743 0.236
N 0.043 1.574 -1.971
N 1.061 0.608 -0.089
N -1.096 4.528 1.558
C -0.604 3.721 0.905
C 2.360 0.068 -0.020
C -2.392 -2.156 -0.012
C 3.857 -1.805 -0.170
C -0.238 2.762 -1.353
C -1.126 -0.248 -0.758
C 6.332 -1.560 0.166
C -4.502 2.140 0.054
C -4.840 -3.170 0.989
C -3.498 -1.362 0.237
C -3.418 0.026 -0.029
C 0.690 1.693 0.655
C 2.577 -1.289 -0.233
C 4.722 0.362 0.326
C -2.242 0.556 -0.529
C 4.948 -0.993 0.115
C -1.217 -1.603 -0.501
C 3.449 0.893 0.254
C -0.050 2.703 0.115
C 0.192 0.342 -1.238
H -0.376 -2.253 -0.686
H -5.860 -3.284 1.354
H 1.744 -1.943 -0.438
H 1.644 0.496 2.382
H 4.009 -2.861 -0.338
H 0.707 -0.382 -1.878
H -0.090 1.541 -2.969
H -2.201 1.607 -0.759
H 6.975 -0.960 0.805
H -3.733 2.613 0.673
H -4.709 -3.776 0.087
H 5.554 1.016 0.540
H -4.140 -3.509 1.760
H -4.338 2.408 -0.995
H -5.482 2.496 0.365
H 3.297 1.951 0.403
H 6.319 -2.583 0.536
H 6.766 -1.571 -0.835
H -2.428 -3.217 0.173
*
```